Entry 1:
Entry from the Open Molecules 2025 dataset: a gas-phase ion, C25H32BrF3N3O4 (charge +1) (ωB97M-V/def2-TZVPD).

- Gap between HOMO and LUMO: 8.72 eV
- HOMO energy: -10.7 eV
- ΔE to the lowest compared entry with this formula, charge and spin: 35.6 kJ/mol
- 2S+1: 1
- Total charge: +1

Last column: Mulliken charge in e.
Geometry (Å):
Br 3.902 -2.736 2.268  -0.121
F -5.497 1.230 1.483  -0.297
F -3.599 0.968 2.452  -0.266
F -3.680 1.449 0.360  -0.271
O -0.254 -1.957 1.035  -0.590
O 1.763 -3.719 0.593  -0.468
O -0.977 0.978 1.250  -0.240
O 0.636 -2.587 -1.741  -0.531
N -1.854 -3.488 0.461  0.084
N 0.912 3.030 0.699  0.741
N 3.314 2.270 0.084  -0.307
C -5.483 -1.403 0.682  -0.804
C -4.278 0.706 1.325  1.149
C 3.075 -0.006 -0.729  0.720
C 0.445 -4.180 0.440  -1.005
C -4.241 -3.417 0.271  -0.782
C -4.292 -0.754 0.971  -0.368
C -5.445 -2.745 0.337  -0.755
C 2.136 -2.525 0.076  0.648
C -0.581 -3.070 0.691  0.649
C 2.456 4.490 -0.556  -0.522
C 2.067 -0.649 -1.442  -0.831
C -3.073 -1.417 0.919  0.257
C 0.449 2.739 2.071  -0.766
C 3.504 1.394 -1.082  -1.282
C 3.177 -1.884 0.741  -0.361
C -1.131 -2.921 -3.288  -1.389
C -0.032 -1.975 -2.832  -0.106
C 3.684 3.677 -0.133  -0.804
C -0.534 1.191 -0.061  0.167
C -0.144 2.657 -0.261  -1.254
C 0.036 1.267 2.174  -0.480
C 1.607 -1.909 -1.077  1.002
C -3.045 -2.759 0.560  0.277
C 3.659 -0.650 0.349  -0.855
C 1.369 4.429 0.515  -0.626
H 0.336 -4.965 1.196  0.518
H 4.075 4.086 0.801  0.418
H 4.555 1.397 -1.399  0.472
H -0.706 -3.886 -3.551  0.338
H -0.381 1.062 3.160  0.498
H 1.779 4.784 1.463  0.422
H -1.861 -3.060 -2.494  0.224
H 2.902 1.780 -1.908  0.344
H 3.851 1.881 0.854  0.264
H 2.751 5.528 -0.702  0.418
H 1.864 2.457 0.483  -0.164
H -2.165 -0.891 1.162  0.425
H 0.288 -4.610 -0.557  0.353
H -1.978 -4.458 0.202  0.233
H -4.224 -4.463 -0.003  0.425
H -6.421 -0.874 0.731  0.507
H 1.653 -0.162 -2.310  0.453
H 1.250 2.955 2.778  0.454
H -1.631 -2.508 -4.158  0.463
H 2.074 4.122 -1.508  0.285
H 4.470 3.768 -0.890  0.344
H -6.362 -3.266 0.115  0.408
H -1.371 0.943 -0.715  0.640
H -1.023 3.282 -0.082  0.502
H 0.520 5.065 0.252  0.321
H 4.477 -0.212 0.898  0.532
H -0.466 -1.017 -2.514  0.114
H -0.415 3.371 2.296  0.483
H 0.902 0.610 2.002  0.126
H 0.212 2.819 -1.278  0.431
H 0.319 0.532 -0.281  -0.255
H 0.678 -1.795 -3.649  0.391

---

Entry 2:
Entry from the Open Molecules 2025 dataset: 6 unconnected molecules or ions with the total composition C25H32ClF15O13S (ωB97M-V/def2-TZVPD).

- Gap between HOMO and LUMO: 10.33 eV
- HOMO energy: -10.0 eV
- 2S+1: 1

Last column: Mulliken charge in e.
Geometry (Å):
Cl 2.003 -1.813 -0.708  -0.171
S 1.377 -1.910 3.519  0.711
F -1.801 11.544 -1.317  -0.248
F -0.193 12.971 -1.516  -0.240
F -0.428 -5.462 -2.156  -0.249
F -1.233 12.270 -3.277  -0.252
F -4.358 4.303 7.288  -0.239
F -5.810 2.741 7.627  -0.248
F 4.165 -1.685 -3.606  -0.238
F 0.637 3.755 -2.824  -0.277
F -2.376 -5.999 -2.897  -0.256
F 5.790 -2.531 -4.756  -0.255
F -0.617 -6.727 -3.914  -0.250
F 0.907 4.909 -1.017  -0.259
F 5.117 -3.519 -2.963  -0.254
F -5.283 3.309 5.605  -0.253
F -0.923 5.090 -2.151  -0.263
O -1.667 2.622 -1.526  -0.333
O 0.918 -1.192 2.165  -0.259
O -0.390 9.637 -2.494  -0.334
O -2.055 -8.011 -1.113  -0.522
O 1.434 10.914 -2.149  -0.508
O -4.176 0.878 6.674  -0.323
O -2.510 2.371 6.893  -0.503
O 3.718 -3.687 -6.059  -0.522
O 0.232 -2.668 3.925  -0.506
O 1.423 -0.574 4.596  -0.447
O -0.106 2.668 0.093  -0.549
O 2.793 -4.158 -4.058  -0.269
O 0.046 -8.285 -1.881  -0.259
C -2.323 1.500 -0.895  -0.074
C -1.133 -7.690 -1.798  0.218
C 2.187 -6.307 -5.030  -1.117
C -1.144 -6.451 -2.709  1.032
C 0.016 4.232 -1.739  1.050
C 2.879 -1.062 0.661  0.568
C 0.227 -9.448 -1.046  -0.245
C 3.873 -0.027 0.104  -1.262
C 0.252 10.764 -2.229  0.330
C -0.382 -10.678 -1.680  -1.102
C -3.215 1.953 0.239  -1.111
C -4.801 3.133 6.843  0.907
C -0.590 3.080 -0.920  0.260
C 1.928 -0.333 1.576  -0.994
C 0.194 1.454 3.819  -0.353
C 4.715 -2.829 -4.036  0.954
C 1.731 -4.905 -4.688  -0.023
C -2.690 -0.590 7.936  -1.179
C -0.763 11.911 -2.075  0.920
C -3.669 2.092 6.823  0.330
C 0.642 0.448 4.294  0.134
C -3.197 -0.176 6.571  -0.031
C 3.691 -3.622 -4.867  0.261
C 0.435 8.473 -2.705  -0.265
C 0.866 7.855 -1.394  -0.959
H 2.523 0.098 2.381  0.486
H 0.021 -10.830 -2.682  0.299
H 1.368 -4.374 -5.567  0.301
H 0.927 -4.931 -3.967  0.110
H -0.165 2.380 3.434  0.468
H 2.986 -6.280 -5.771  0.411
H -1.580 0.777 -0.560  0.232
H 1.502 8.538 -0.831  0.439
H 4.027 -0.157 -0.960  0.332
H -2.009 -1.434 7.842  0.381
H 1.362 -6.891 -5.432  0.351
H -0.002 7.628 -0.774  0.276
H -3.931 2.697 -0.112  0.330
H -3.523 -0.877 8.579  0.320
H 1.303 -9.564 -0.941  0.316
H -2.382 0.140 5.920  0.204
H 1.420 6.946 -1.576  0.211
H -2.163 0.228 8.424  0.317
H 2.575 -6.810 -4.144  0.275
H 3.443 0.969 0.226  0.325
H -0.184 -9.260 -0.055  0.326
H -2.633 2.407 1.041  0.257
H 3.440 -1.841 1.166  0.343
H -2.911 1.030 -1.680  0.319
H -3.701 -1.011 6.090  0.313
H 1.401 0.437 1.023  0.301
H -1.463 -10.579 -1.771  0.317
H -3.761 1.104 0.649  0.393
H -0.166 -11.559 -1.077  0.382
H 1.290 8.732 -3.327  0.331
H -0.184 7.778 -3.268  0.317
H 4.805 -0.031 0.661  0.344

---

Entry 3:
Entry from the Open Molecules 2025 dataset: 7 unconnected molecules or ions with the total composition C25H32F6NO21 (ωB97M-V/def2-TZVPD).

- Gap between HOMO and LUMO: 5.30 eV
- HOMO energy: -3.9 eV
- ΔE to the lowest compared entry with this formula, charge and spin: 85.5 kJ/mol
- 2S+1: 1
- Total charge: -1

Last column: Mulliken charge in e.
Geometry (Å):
F -6.140 -0.709 0.949  -0.296
F 5.785 5.193 -2.470  -0.293
F -8.048 0.857 -2.850  -0.268
F 6.714 1.250 -0.670  -0.236
F -1.744 0.736 -3.783  -0.313
F 2.952 0.151 5.736  -0.317
O -11.460 1.832 -5.502  -0.497
O -9.662 1.004 -4.415  -0.304
O 3.634 1.404 0.837  -0.204
O -0.338 -6.797 2.062  -0.733
O 0.696 2.427 4.506  -0.375
O -4.864 1.319 -1.510  -0.265
O 3.481 -3.947 1.479  -0.456
O -10.289 3.143 -4.093  -0.333
O -0.851 -5.896 4.044  -0.751
O 5.738 2.130 1.162  -0.320
O 0.542 -0.445 -1.506  -0.281
O 4.071 2.831 2.519  -0.574
O 6.542 1.231 -4.296  -0.484
O 6.025 3.024 -3.027  -0.220
O 7.406 3.252 -4.793  -0.328
O -0.850 -1.151 0.123  -0.482
O -6.248 3.087 -1.333  -0.572
O -0.498 1.106 3.126  -0.485
O 1.315 0.282 4.195  -0.114
O -6.599 1.241 -0.082  -0.321
O -1.676 -0.083 -1.686  -0.253
N -0.706 -3.611 1.696  0.133
C 1.074 -1.986 2.342  0.262
C -6.141 -0.090 -0.254  0.387
C 4.445 2.186 1.592  0.595
C 4.420 0.905 -0.245  -0.192
C 0.029 -3.084 2.853  -1.129
C 7.159 4.558 -4.280  -0.436
C -1.037 0.759 -2.625  0.310
C 3.252 -4.656 2.702  -0.541
C -4.745 0.101 -0.770  -0.375
C -5.931 1.987 -1.004  0.696
C -9.225 2.873 -3.179  -0.358
C 5.811 0.999 0.309  0.256
C 2.267 -3.718 0.753  -0.822
C -0.674 -0.616 -0.919  0.457
C -1.602 -4.729 2.053  -0.607
C 1.773 2.166 5.401  -0.498
C -0.876 -5.926 2.765  0.437
C 0.413 1.255 3.871  0.578
C -8.577 1.669 -3.798  0.331
C 2.408 0.954 4.785  0.900
C -10.561 1.980 -4.743  0.590
C 6.685 4.267 -2.885  0.311
C 1.664 -2.291 0.924  1.135
C 0.308 0.113 -2.796  -0.521
C 6.646 2.388 -4.064  0.601
H 4.137 -0.116 -0.498  0.292
H -2.494 -4.377 2.643  0.320
H 2.494 -5.474 2.612  0.289
H 0.848 -2.124 0.176  -0.234
H -1.279 -2.838 1.359  0.080
H 1.377 1.967 6.400  0.295
H -9.638 2.663 -2.190  0.278
H 4.214 -5.154 2.984  0.247
H 3.153 1.176 4.020  -0.283
H 8.064 5.163 -4.297  0.271
H -4.419 -0.716 -1.411  0.288
H -7.816 1.903 -4.547  0.264
H -0.656 -2.554 3.573  0.271
H 1.843 -1.763 3.118  0.438
H 2.514 -3.829 -0.341  0.337
H 1.527 -4.529 0.966  0.329
H 1.085 0.830 -3.059  0.281
H 4.276 1.539 -1.122  0.130
H 7.484 4.175 -2.146  0.286
H 2.453 3.014 5.455  0.295
H 6.395 5.049 -4.887  0.279
H 0.473 -1.045 2.249  -0.218
H -4.014 0.233 0.030  0.261
H 2.470 -1.540 0.689  -0.418
H -6.807 -0.620 -0.939  0.244
H -8.547 3.721 -3.103  0.277
H -1.002 1.780 -2.237  0.292
H -2.012 -5.134 1.088  0.344
H 2.904 -3.927 3.474  0.158
H 0.632 -3.843 3.392  0.345
H 6.127 0.126 0.885  0.250
H 0.297 -0.685 -3.541  0.284

---

Entry 4:
Entry from the Open Molecules 2025 dataset: a molecular structure, C25H32N10O3Pd (ωB97M-V/def2-TZVPD).

- Gap between HOMO and LUMO (alpha / beta): 6.94 / 5.15 eV
- HOMO energy (alpha / beta): -14.1 / -14.4 eV
- 2S+1: 5
- ⟨S²⟩: 6.043
- Total charge: +2

Last column: Mulliken charge in e.
Geometry (Å):
Pd -0.269 0.926 0.482  0.178
O 1.912 2.105 3.820  -0.646
O -0.881 3.137 -0.273  -0.011
O 0.216 1.930 2.379  -0.609
N -2.681 0.117 -2.739  0.252
N -0.963 1.697 -2.889  0.152
N 0.279 -1.178 3.207  0.256
N 0.058 -1.278 0.915  1.384
N -1.836 3.816 0.140  -0.112
N -2.467 0.964 0.979  -0.434
N -0.715 -0.096 -1.455  1.353
N 1.869 -2.365 1.970  0.222
N -4.756 5.011 1.518  -0.250
N 2.030 1.198 0.485  0.991
C 2.873 1.014 -0.532  -0.567
C -1.767 2.816 -3.333  -1.363
C -0.766 -2.272 -2.527  -0.484
C 1.128 -0.904 4.345  -1.439
C -0.654 -3.636 -2.433  -0.774
C 1.420 2.017 2.718  0.206
C -3.458 -0.758 -1.885  -0.794
C 0.731 -1.643 2.035  0.186
C 3.662 2.544 1.592  -0.882
C -3.274 0.338 -4.043  -1.283
C 2.418 1.937 1.517  0.515
C -0.427 -4.240 -1.187  -0.741
C -1.459 0.557 -2.386  0.094
C 2.633 -2.499 0.751  -0.895
C -0.202 -3.469 -0.077  -0.618
C 4.526 2.383 0.519  -0.457
C -3.903 4.326 1.187  -0.373
C 2.349 -3.223 3.039  -1.280
C 0.452 1.981 -2.786  -1.106
C 4.126 1.603 -0.559  -1.267
C -2.913 2.037 1.037  0.836
C -2.890 3.426 0.785  0.434
C -0.600 -1.444 -1.396  -0.425
C -0.205 -2.061 -0.150  -0.493
C -1.088 -0.732 3.358  -1.209
H -2.559 0.780 -4.729  0.416
H -1.130 0.363 3.418  0.265
H 3.694 -2.443 0.998  0.426
H -3.578 -0.630 -4.446  0.409
H -3.372 -1.802 -2.197  0.318
H -0.403 -5.315 -1.110  0.473
H 2.545 0.362 -1.334  0.715
H 0.954 -1.600 5.167  0.303
H 0.715 2.351 -1.784  0.332
H -1.398 3.712 -2.832  0.521
H -1.713 -1.083 2.536  0.326
H -1.485 -1.131 4.293  0.440
H -1.679 2.970 -4.410  0.343
H -0.770 -4.249 -3.312  0.466
H 2.177 -0.927 4.061  0.473
H -2.810 2.681 -3.064  0.429
H 1.606 -3.337 3.821  0.416
H 2.448 -3.466 0.278  0.383
H 3.283 -2.849 3.465  0.404
H 0.700 2.750 -3.514  0.499
H 5.504 2.839 0.532  0.458
H -4.165 0.966 -3.991  0.406
H 2.388 -1.705 0.050  0.182
H -0.038 -3.938 0.880  0.612
H -3.135 -0.656 -0.848  0.164
H 4.776 1.444 -1.406  0.477
H -0.962 -1.806 -3.481  0.550
H 2.554 -4.211 2.619  0.414
H 1.029 1.089 -3.016  0.273
H -4.507 -0.465 -1.955  0.414
H 3.916 3.121 2.467  0.583
H 0.906 0.099 4.717  0.563

---

Entry 5:
Entry from the Open Molecules 2025 dataset: a molecular structure, C25H32N11O2SSc (ωB97M-V/def2-TZVPD).

- Gap between HOMO and LUMO: 6.73 eV
- HOMO energy: -12.9 eV
- ΔE to the lowest compared entry with this formula, charge and spin: 34.4 kJ/mol
- 2S+1: 1
- Total charge: +2

Last column: Mulliken charge in e.
Geometry (Å):
Sc 0.217 -0.663 0.049  -0.645
S 0.066 -1.269 2.548  -0.577
O -1.528 -4.274 0.446  -0.759
O -1.649 -2.136 0.179  -0.263
N 0.810 -5.327 -0.067  -0.372
N 2.322 -2.681 -1.921  -0.405
N 2.558 -0.822 0.452  0.951
N -0.721 -0.560 -2.221  0.626
N -1.740 0.658 0.124  0.308
N -2.285 0.878 1.436  -0.373
N 0.706 1.027 1.491  0.899
N 1.438 0.674 -1.379  1.529
N 0.242 -3.023 -0.276  0.312
N -1.038 -3.216 0.146  0.604
N 2.162 -3.857 -1.183  -0.281
C -4.085 1.316 2.926  -1.716
C 1.072 3.101 2.595  -1.152
C -2.489 -0.953 -3.785  -1.226
C 0.531 0.411 2.669  0.816
C 0.837 1.246 -2.429  0.771
C 3.286 0.236 0.054  0.500
C -1.104 0.975 -4.014  -1.154
C -3.725 1.228 1.447  1.258
C 1.031 -4.095 -0.497  0.633
C 3.283 2.152 -1.605  -1.078
C 0.935 2.458 3.829  -0.396
C -1.743 -1.293 -2.668  -0.123
C -3.906 2.584 0.777  -1.704
C 0.951 2.344 1.455  -0.325
C 3.089 -1.655 1.350  -0.479
C 4.546 0.497 0.564  -0.537
C 0.664 1.110 3.872  -0.971
C -2.172 0.212 -4.459  -0.561
C 2.624 2.811 -2.629  -1.184
C 1.396 2.343 -3.069  -1.102
C 5.087 -0.374 1.499  -0.869
C 4.354 -1.479 1.888  -0.963
C -0.392 0.551 -2.902  0.736
C -4.590 0.165 0.764  -1.512
C 2.657 1.073 -0.999  0.354
H -5.646 0.402 0.893  0.484
H -2.142 0.010 1.948  0.229
H 3.082 3.665 -3.108  0.490
H -0.028 -5.524 0.459  0.204
H -3.673 2.552 -0.292  0.260
H 4.735 -2.185 2.611  0.479
H -3.303 -1.588 -4.104  0.482
H 0.532 0.583 4.806  0.529
H 1.263 4.162 2.527  0.503
H -4.410 -0.822 1.194  0.318
H 3.184 -2.227 -1.644  0.211
H -3.274 3.336 1.251  0.376
H -4.422 0.112 -0.317  0.353
H -5.132 1.592 3.047  0.438
H 4.265 2.475 -1.296  0.493
H -2.740 0.524 -5.325  0.478
H 1.030 3.022 4.748  0.444
H 6.069 -0.187 1.913  0.489
H 1.400 -6.088 -0.361  0.207
H 5.107 1.363 0.246  0.507
H -1.989 -2.179 -2.102  0.511
H -2.441 0.228 -0.483  0.081
H 0.905 2.816 -3.905  0.487
H -3.935 0.354 3.422  0.397
H -1.566 1.583 -0.264  0.366
H 2.348 -2.904 -2.910  0.284
H 1.048 2.795 0.473  0.396
H 2.461 -2.475 1.671  0.417
H 2.814 -4.619 -1.304  0.190
H -0.830 1.878 -4.538  0.451
H -3.466 2.062 3.425  0.390
H -4.944 2.907 0.861  0.486

---

Entry 6:
Entry from the Open Molecules 2025 dataset: a gas-phase ion, C25H32N4O6P (charge -1) (ωB97M-V/def2-TZVPD).

- Gap between HOMO and LUMO: 6.43 eV
- HOMO energy: -3.7 eV
- 2S+1: 1
- Total charge: -1

Last column: Mulliken charge in e.
Geometry (Å):
P -3.029 0.490 0.867  0.506
O -3.368 0.306 2.409  -0.289
O -1.993 -2.600 1.153  -0.780
O -3.568 -0.503 -0.091  -0.642
O -3.608 1.963 0.616  -0.384
O -3.385 -3.055 -3.191  -0.715
O 0.635 -1.080 -2.377  -0.733
N -0.750 2.850 -0.585  -0.742
N -1.471 -1.865 -2.758  0.157
N 5.250 1.030 -0.449  0.068
N -2.607 -2.963 -1.020  0.092
C 6.354 0.470 0.297  -0.751
C 6.177 -1.031 0.462  -0.823
C 3.975 0.559 -0.292  0.350
C -4.885 2.328 1.213  -0.059
C -3.298 -0.910 3.208  0.214
C 1.274 -0.134 0.264  0.639
C -3.799 -3.653 -0.598  -1.154
C 4.557 2.773 -2.042  -0.949
C 5.469 2.392 -0.886  -0.631
C -2.562 -2.649 -2.378  0.596
C -0.207 -0.502 0.536  -0.060
C 2.345 -0.831 0.861  -1.460
C -4.177 -0.704 4.416  -1.449
C -5.465 3.485 0.438  -1.336
C 3.094 2.446 -1.748  -0.845
C 2.904 1.241 -0.904  -0.330
C 4.814 -1.370 1.077  -0.689
C -0.925 1.886 0.053  0.172
C 3.681 -0.562 0.530  0.478
C -1.279 -1.774 -4.178  -1.181
C -0.449 -1.426 -1.883  0.853
C -0.827 -1.380 -0.502  -0.276
C -1.818 -2.323 -0.047  -0.219
C -1.167 0.693 0.866  0.525
C 1.601 0.817 -0.685  -0.429
H 6.438 0.959 1.287  0.320
H 6.276 -1.507 -0.521  0.304
H -0.969 -2.755 -4.561  0.322
H -4.693 2.605 2.259  0.230
H -0.193 -1.164 1.415  0.529
H 4.617 -2.439 0.936  0.339
H 6.989 -1.406 1.090  0.383
H -3.638 -1.758 2.602  0.215
H -5.559 1.454 1.182  0.315
H -2.252 -1.092 3.492  0.208
H 2.609 3.291 -1.232  0.413
H 6.521 2.480 -1.183  0.393
H -4.813 4.361 0.496  0.310
H 2.110 -1.635 1.569  0.411
H -2.232 -1.505 -4.641  0.339
H -4.653 -2.957 -0.587  0.246
H -1.028 0.937 1.936  0.550
H -0.505 -1.034 -4.373  0.343
H -5.220 -0.575 4.111  0.313
H 0.844 1.280 -1.315  0.488
H -4.108 -1.587 5.055  0.428
H 7.272 0.711 -0.259  0.391
H -3.992 -4.449 -1.316  0.361
H 4.864 2.236 -2.948  0.310
H 4.657 3.845 -2.233  0.383
H 4.866 -1.205 2.163  0.301
H -3.629 -4.047 0.404  0.376
H 2.542 2.317 -2.690  0.384
H 5.305 3.091 -0.044  0.309
H -3.865 0.177 4.985  0.331
H -5.626 3.222 -0.613  0.315
H -6.430 3.731 0.885  0.415